# 1
Formula: C33H56N3O13
Source: the Open Molecules 2025 dataset
Level of theory: the ωB97M-V functional and the def2-TZVPD basis

Geometry (Å):
C 2.556 2.832 1.549
C 3.702 3.044 2.538
C 4.883 2.040 2.472
C 4.681 0.769 1.638
C 5.157 0.928 0.197
C 5.084 -0.358 -0.640
C 3.748 -1.091 -0.602
C 2.527 -0.258 -0.964
C 2.369 -0.060 -2.478
C 3.175 1.104 -3.072
C 2.744 2.495 -2.584
C 1.251 2.624 -2.335
C 0.910 4.038 -1.869
C -0.594 4.252 -1.715
N -1.070 3.407 -0.587
C -0.970 3.846 0.652
C -1.351 3.038 1.728
C -1.820 1.795 1.420
C -1.921 1.433 0.066
C -2.420 0.074 -0.354
C -3.099 -0.758 0.701
O -2.172 -1.209 1.690
C -4.371 -0.138 1.333
N -4.966 0.930 0.516
N -1.554 2.217 -0.937
H 1.914 3.715 1.587
H 2.902 2.744 0.523
H 1.962 1.953 1.786
H 4.073 4.052 2.369
H 3.267 3.057 3.535
H 5.113 1.770 3.498
H 5.743 2.573 2.075
H 5.332 0.010 2.076
H 3.674 0.369 1.713
H 4.665 1.739 -0.341
H 6.210 1.203 0.249
H 5.420 -0.123 -1.644
H 5.828 -1.045 -0.226
H 3.822 -1.948 -1.268
H 3.614 -1.493 0.403
H 1.649 -0.809 -0.620
H 2.492 0.704 -0.452
H 2.707 -0.972 -2.966
H 1.327 0.047 -2.771
H 3.057 1.055 -4.154
H 4.230 0.949 -2.862
H 3.003 3.207 -3.369
H 3.336 2.784 -1.717
H 0.990 1.935 -1.536
H 0.685 2.417 -3.240
H 1.341 4.186 -0.877
H 1.339 4.793 -2.520
H -1.149 3.961 -2.597
H -0.797 5.283 -1.452
H -0.580 4.837 0.817
H -1.237 3.415 2.730
H -2.119 1.116 2.198
H -1.532 -0.460 -0.697
H -3.073 0.203 -1.207
H -3.450 -1.655 0.185
H -2.619 -1.898 2.188
H -5.085 -0.939 1.487
H -4.098 0.206 2.333
H -4.933 1.789 1.053
H -5.962 0.731 0.463
C -8.528 -3.878 2.406
C -7.968 -3.191 3.627
O -7.247 -2.084 3.045
C -7.787 -1.828 1.837
O -7.529 -0.869 1.174
O -8.654 -2.791 1.475
H -9.491 -4.345 2.586
H -7.844 -4.617 1.986
H -8.741 -2.802 4.278
H -7.300 -3.820 4.207
C 5.059 -1.025 -7.060
C 5.291 -1.477 -5.635
O 3.954 -1.716 -5.172
C 3.171 -1.959 -6.253
O 2.052 -2.351 -6.196
O 3.838 -1.690 -7.399
H 5.855 -1.320 -7.739
H 4.905 0.053 -7.137
H 5.854 -2.409 -5.575
H 5.781 -0.728 -5.018
C -13.075 -3.570 4.414
C -13.290 -4.034 5.839
O -12.055 -4.702 6.131
C -11.106 -4.206 5.315
O -9.940 -4.428 5.413
O -11.650 -3.417 4.359
H -13.569 -2.630 4.187
H -13.375 -4.319 3.680
H -13.412 -3.204 6.536
H -14.128 -4.716 5.947
C 9.309 -0.188 -0.313
C 9.824 -1.518 -0.823
O 8.789 -1.915 -1.729
C 8.138 -0.805 -2.138
O 7.338 -0.779 -3.017
O 8.516 0.273 -1.412
H 10.100 0.522 -0.088
H 8.666 -0.297 0.563
H 10.758 -1.420 -1.378
H 9.951 -2.259 -0.039

As for the total charge: +1. Its orbital gap is 0.2942 Ha. Its spin multiplicity is 1. For the energy above the lowest of the compared OMol25 structures with the same formula, charge and spin, the calculation gives 24.78 kcal/mol. The calculation puts the HOMO energy at -11.758 eV.

=====

# 2
Formula: C5H4N2O
Source: the Open Molecules 2025 dataset
Level of theory: the ωB97M-V functional and the def2-TZVPD basis

Geometry (Å):
C 2.309 -1.311 2.398
C -0.508 -0.615 0.354
C 1.209 -1.088 1.671
C 0.386 0.372 -0.107
C -1.112 1.251 -1.766
N 3.281 -1.472 3.012
N 0.075 -1.319 1.301
O 0.125 1.212 -1.052
H -1.519 -0.841 0.045
H -0.984 1.978 -2.567
H -1.920 1.563 -1.101
H -1.343 0.270 -2.188

As for the total charge: 0. Its orbital gap (alpha / beta) is 0.2629 / 0.2629 Ha. Its spin multiplicity is 1. For the energy above the lowest of the compared OMol25 structures with the same formula, charge and spin, the calculation gives 134.63 kcal/mol. The calculation puts the HOMO energy (alpha / beta) at -8.639 / -8.639 eV.

=====

# 3
Formula: C6H14IrN3
Source: the Open Molecules 2025 dataset
Level of theory: the ωB97M-V functional and the def2-TZVPD basis

Geometry (Å):
C -2.283 1.968 -1.385
Ir 0.411 0.390 -1.521
N 0.972 -1.445 -2.224
H 0.211 1.194 -2.882
H 1.989 -1.283 -2.295
H -2.721 1.092 -1.913
H -2.542 2.870 -1.962
H -1.114 1.776 -1.211
H -2.862 2.159 -0.488
H 0.744 -2.196 -1.583
H 0.562 -1.622 -3.171
N -1.079 -1.626 0.470
C -0.141 -0.904 1.158
C 0.266 -1.089 2.464
C 1.250 -0.208 2.987
C 1.810 0.756 2.142
C 1.440 0.877 0.853
N 0.476 0.021 0.408
H -1.459 -1.257 -0.419
H -1.609 -2.300 1.007
H -0.218 -1.891 2.990
H 1.569 -0.331 4.005
H 2.548 1.469 2.507
H 1.781 1.582 0.059

As for the total charge: +1. Its orbital gap (alpha / beta) is 0.2037 / 0.1569 Ha. Its spin multiplicity is 6. Its expectation value of S² is 8.771. For the energy above the lowest of the compared OMol25 structures with the same formula, charge and spin, the calculation gives 13.32 kcal/mol. The calculation puts the HOMO energy (alpha / beta) at -8.811 / -11.847 eV.

=====

# 4
Formula: C6H7P
Source: the Open Molecules 2025 dataset
Level of theory: the ωB97M-V functional and the def2-TZVPD basis

Geometry (Å):
C -2.250 -0.970 0.996
C -0.989 -1.049 0.546
C 0.915 1.729 -0.530
C -0.023 0.968 -0.027
C 0.100 -0.424 0.230
C 1.368 -1.062 -0.361
P -3.093 0.188 -0.071
H -2.708 -1.415 1.937
H 0.708 2.817 -0.571
H 1.886 1.522 -1.029
H -0.947 1.404 0.397
H 1.880 -1.747 0.453
H 2.060 -0.301 -0.706
H 1.093 -1.660 -1.262

As for the total charge: 0. Its orbital gap (alpha / beta) is 0.2469 / 0.2440 Ha. Its spin multiplicity is 1. For the energy above the lowest of the compared OMol25 structures with the same formula, charge and spin, the calculation gives 122.16 kcal/mol. The calculation puts the HOMO energy (alpha / beta) at -7.841 / -7.604 eV.

=====

# 5
Formula: C3H17N2O3
Source: the Open Molecules 2025 dataset
Level of theory: the ωB97M-V functional and the def2-TZVPD basis

Geometry (Å):
N 1.862 -1.223 0.950
C 1.507 -2.053 -0.160
C 2.222 -1.595 -1.381
N -1.728 1.898 0.605
C -1.213 2.527 1.806
H 2.117 -0.466 -1.637
H 2.839 -1.093 1.172
H 1.246 -1.003 1.802
H 0.389 -1.885 -0.011
H 1.684 -3.128 0.032
H 1.779 -1.993 -2.388
H 3.218 -1.796 -1.618
H -2.765 2.036 0.589
H -0.485 1.979 2.461
H -0.499 3.312 1.335
H -2.002 2.918 2.395
H -1.458 -1.365 -0.604
H -1.701 -1.980 -1.993
O -1.241 -1.253 -1.629
H -0.530 2.212 -1.045
H -0.160 3.250 -2.040
O 0.202 2.645 -1.409
H -2.079 -1.643 1.309
H -1.744 0.793 0.633
O -1.460 -1.095 0.826

As for the total charge: +1. Its orbital gap is 0.1313 Ha. Its spin multiplicity is 1. For the energy above the lowest of the compared OMol25 structures with the same formula, charge and spin, the calculation gives 246.37 kcal/mol. The calculation puts the HOMO energy at -13.348 eV.

=====

# 6
Formula: C6H11N3OS
Source: the Open Molecules 2025 dataset
Level of theory: the ωB97M-V functional and the def2-TZVPD basis

Geometry (Å):
C -1.598 -1.996 -0.923
C -2.095 -0.651 -0.974
C -3.518 -0.539 -1.431
C 2.043 -0.811 -1.065
C -0.588 -0.209 1.382
C 0.249 1.890 0.419
N -1.547 0.543 -0.664
N 0.665 -0.943 -1.125
N -0.579 0.637 0.205
O -4.254 -1.408 -1.832
S 0.041 -2.364 -0.771
H -2.244 -2.964 -1.093
H -3.941 0.464 -1.448
H 2.277 -0.456 -1.989
H 2.520 -0.235 -0.205
H 2.723 -1.746 -1.074
H -1.281 -1.131 1.226
H 0.282 -0.711 1.595
H -0.722 0.403 2.228
H -0.257 2.702 -0.156
H 0.300 1.926 1.563
H 1.145 1.509 0.002

As for the total charge: 0. Its orbital gap (alpha / beta) is 0.2665 / 0.2656 Ha. Its spin multiplicity is 1. For the energy above the lowest of the compared OMol25 structures with the same formula, charge and spin, the calculation gives 132.95 kcal/mol. The calculation puts the HOMO energy (alpha / beta) at -7.625 / -7.602 eV.